No. 1
Formula: C27H28F16N2O4S
Source: OMol25
Level of theory: ωB97M-V/def2-TZVPD

Kohn-Sham gap (eV): 8.78
Multiplicity: 1
HOMO energy (hartree): -0.30464
LUMO (eV): 0.49

Each line ends with the Mulliken charge.
Positions of all 78 atoms, in Å:
C (3.3641, 2.0255, 0.6419)  -1.14
C (4.1349, 1.1711, 1.7221)  0.94
O (4.7689, 2.0103, 2.7127)  -0.59
C (5.1580, 0.1571, 1.0642)  -0.79
N (4.6457, -0.4625, -0.1742)  -0.25
C (4.4840, -1.9298, -0.0813)  -0.66
C (2.9673, -2.3995, -0.1662)  -0.44
O (2.6292, -3.0976, 1.0684)  -0.42
C (1.3153, -2.7941, 1.3975)  0.17
C (0.2805, -3.8109, 1.2251)  -0.40
C (-1.1095, -3.5545, 1.5126)  -0.55
C (-1.5529, -2.2455, 1.9895)  -0.34
C (-0.4905, -1.2510, 2.1927)  0.44
C (0.8951, -1.5099, 1.9113)  -0.16
S (-1.0797, 0.3706, 2.8013)  -0.26
C (-2.6176, 0.5417, 1.8240)  0.57
C (-3.0070, 1.8021, 1.2513)  -0.63
C (-4.2110, 1.8745, 0.4538)  -0.36
C (-4.9839, 0.6558, 0.2614)  -0.54
C (-4.5876, -0.6173, 0.8538)  -0.10
C (-3.3766, -0.7047, 1.6599)  -0.16
N (-2.9440, -1.9509, 2.2684)  -0.30
H (4.0429, 2.3357, -0.1942)  0.23
H (2.4867, 1.4717, 0.2282)  0.33
H (2.9606, 2.9593, 1.1128)  0.38
H (3.3904, 0.5466, 2.2837)  -0.15
H (4.3651, 1.7725, 3.5607)  0.38
H (5.4397, -0.5706, 1.8656)  0.29
H (6.0922, 0.7205, 0.7885)  0.27
H (5.3136, -0.3070, -0.9255)  0.27
H (5.0818, -2.3874, -0.9180)  0.41
H (4.8823, -2.3861, 0.8598)  0.27
H (2.8513, -3.0706, -1.0632)  0.26
H (2.2807, -1.5338, -0.3559)  0.39
H (0.5970, -4.8071, 0.8545)  0.39
H (-1.9001, -4.3313, 1.3856)  0.40
H (1.6726, -0.7310, 2.0541)  0.27
H (-2.3521, 2.6899, 1.4131)  0.33
H (-4.4776, 2.8479, -0.0064)  0.34
H (-5.8871, 0.7488, -0.3852)  0.35
H (-5.2114, -1.5202, 0.6630)  0.38
H (-2.9822, -1.8065, 3.2881)  0.36
C (-6.1678, -6.5119, -2.3031)  -0.70
C (-7.1896, -5.6072, -3.0187)  0.83
C (-6.8479, -4.1194, -3.1891)  0.12
F (-6.4139, -3.5063, -2.0741)  -0.17
F (-7.9490, -3.4493, -3.6110)  -0.29
F (-8.3900, -5.7714, -2.4137)  -0.28
F (-7.3514, -6.1347, -4.2664)  -0.32
O (-6.2198, -6.6492, -0.8794)  -0.41
C (-5.7617, -5.5888, -0.0966)  0.81
C (-6.8937, -4.7305, 0.4916)  0.18
F (-7.8695, -4.4656, -0.3980)  -0.20
F (-6.4100, -3.5406, 0.9229)  -0.21
F (-4.8710, -4.8813, -0.8235)  -0.28
F (-5.0620, -6.1350, 0.9165)  -0.32
H (-6.3913, -7.5177, -2.6566)  0.41
H (-5.1469, -6.3104, -2.6381)  0.33
H (-6.0794, -4.0041, -3.9594)  0.27
H (-7.3533, -5.2453, 1.3367)  0.18
C (4.5722, 5.4633, 0.1967)  -0.36
C (5.8242, 5.3740, -0.6985)  0.98
C (6.6875, 6.6330, -0.8737)  0.03
F (6.0077, 7.7517, -1.1760)  -0.20
F (7.5848, 6.4295, -1.8713)  -0.28
F (5.4453, 4.8652, -1.8959)  -0.31
F (6.6153, 4.4100, -0.1444)  -0.32
O (3.3274, 5.8697, -0.3892)  -0.43
C (3.1443, 7.2171, -0.7055)  0.78
C (3.3135, 7.5249, -2.2036)  0.25
F (4.3735, 6.9032, -2.7531)  -0.19
F (3.4827, 8.8549, -2.3976)  -0.27
F (3.9505, 7.9501, 0.0912)  -0.29
F (1.8841, 7.5268, -0.3423)  -0.29
H (4.3767, 4.4390, 0.5090)  -0.13
H (4.7698, 6.0103, 1.1222)  0.39
H (7.2545, 6.8201, 0.0432)  0.27
H (2.4254, 7.2041, -2.7506)  0.22


No. 2
Formula: C11H26LiNO11P
Source: OMol25
Level of theory: ωB97M-V/def2-TZVPD

Kohn-Sham gap (eV): 2.86
Energy relative to the best compared isomer or geometry (same formula, charge and spin) (kcal/mol): 87.2
Multiplicity: 1
HOMO energy (hartree): -0.05430
Net charge: -1
LUMO (eV): 1.39

Each line ends with the natural charge from an NBO analysis.
Positions of all 51 atoms, in Å:
C (4.6831, 2.7954, -2.3186)  -0.37
N (3.2951, 2.4664, -2.4686)  -0.20
C (2.5391, 3.8114, -2.6026)  -0.41
C (3.0991, 1.7434, -3.6796)  -0.38
C (2.9451, 1.5344, -1.3986)  -0.24
C (1.4721, 1.2314, -1.2966)  -0.12
O (1.3291, 0.1974, -0.3086)  -0.77
H (4.8281, 3.5464, -1.4926)  0.22
H (5.1001, 3.3244, -3.1986)  0.21
H (5.2231, 2.0474, -2.2006)  0.20
H (3.0251, 4.6304, -3.2966)  0.24
H (2.7761, 4.1804, -1.7736)  0.19
H (1.4911, 3.8464, -2.3516)  0.29
H (1.9091, 1.8024, -4.0286)  0.27
H (3.3881, 0.8864, -3.8546)  0.21
H (3.6911, 2.3464, -4.2396)  0.18
H (3.1421, 2.0894, -0.4196)  0.21
H (3.4891, 0.6414, -1.4246)  0.23
H (0.9031, 0.8894, -2.1816)  0.22
H (0.9821, 2.1144, -1.0876)  0.17
H (0.3611, 0.0764, -0.3816)  0.52
Li (-2.2049, -0.6426, 0.8624)  0.88
P (-2.1659, 0.3954, -1.4206)  2.57
O (-3.0269, 0.3934, -0.2056)  -1.40
O (-1.0309, -0.4296, -0.6286)  -1.37
O (-1.8429, 1.7144, -1.7326)  -1.28
O (-2.5919, -0.5346, -2.4496)  -1.27
C (-4.0079, -2.5766, -0.1246)  -0.32
O (-2.9539, -2.7456, 0.7764)  -0.50
C (-2.4219, -3.9996, 0.8564)  1.00
O (-2.5529, -4.8506, -0.0186)  -0.65
O (-1.6719, -4.2176, 1.9304)  -0.53
C (-1.2809, -5.5546, 2.3344)  -0.26
H (-3.5369, -2.6506, -1.2456)  0.26
H (-4.4019, -1.5686, -0.1306)  0.26
H (-4.8779, -3.1246, 0.0494)  0.15
H (-2.1139, -6.1196, 1.9924)  0.20
H (-0.9929, -5.6726, 3.6094)  0.19
H (-0.4619, -5.9526, 1.6264)  0.20
C (-0.8059, -1.7706, 4.7794)  -0.25
O (-0.7279, -0.4006, 4.4204)  -0.51
C (-1.3519, 0.1394, 3.3894)  1.03
O (-2.0959, -0.5066, 2.6834)  -0.69
O (-1.2009, 1.4504, 3.0094)  -0.54
C (-1.6599, 2.1694, 1.9194)  -0.23
H (-1.8319, -2.3696, 4.3584)  0.23
H (-0.8299, -1.7656, 5.8404)  0.18
H (0.1291, -2.2626, 4.5124)  0.19
H (-2.6699, 2.1384, 1.9914)  0.20
H (-1.0239, 1.8724, 0.9874)  0.25
H (-1.4659, 3.2404, 2.0334)  0.16


No. 3
Formula: C22H20N2RhS2
Source: OMol25
Level of theory: ωB97M-V/def2-TZVPD

Kohn-Sham gap (eV): 7.07
Energy relative to the best compared isomer or geometry (same formula, charge and spin) (kcal/mol): 0.1
Multiplicity: 1
HOMO energy (hartree): -0.41933
Net charge: +1
LUMO (eV): -4.34

Each line ends with the natural charge from an NBO analysis.
Positions of all 47 atoms, in Å:
Rh (0.9482, 1.3848, -0.3178)  0.72
C (-4.0584, -0.9044, 0.7240)  -0.61
C (-3.7009, -2.3468, 0.3676)  -0.09
C (-3.9467, -3.2277, 1.6012)  -0.60
C (-4.6115, -2.8036, -0.7813)  -0.60
C (-2.2433, -2.4864, -0.0626)  0.02
C (-1.7547, -3.7593, -0.4275)  -0.13
C (-0.4519, -3.9755, -0.8144)  -0.21
C (0.4071, -2.8800, -0.8480)  -0.25
S (2.0937, -2.8123, -1.2609)  0.51
C (2.0888, -1.1276, -0.9637)  0.08
N (0.9297, -0.6407, -0.5865)  -0.50
C (-0.0556, -1.6137, -0.5015)  0.19
C (-1.3766, -1.4108, -0.1036)  -0.25
C (3.1901, -0.1864, -1.0748)  -0.10
C (4.4783, -0.5108, -1.4781)  -0.17
C (5.4409, 0.4842, -1.5429)  -0.20
C (5.1115, 1.7892, -1.2092)  -0.16
C (3.8205, 2.1228, -0.8040)  -0.26
C (2.8563, 1.1353, -0.7434)  -0.01
H (-5.1053, -0.8575, 1.0242)  0.23
H (-3.9315, -0.2330, -0.1282)  0.21
H (-3.4608, -0.5321, 1.5589)  0.21
H (-4.9863, -3.1369, 1.9194)  0.22
H (-3.3076, -2.9235, 2.4320)  0.21
H (-3.7544, -4.2806, 1.3939)  0.21
H (-5.6570, -2.7082, -0.4849)  0.22
H (-4.4373, -3.8458, -1.0494)  0.21
H (-4.4525, -2.1934, -1.6722)  0.21
H (-2.4258, -4.6069, -0.3996)  0.22
H (-0.1098, -4.9664, -1.0806)  0.24
H (-1.6978, -0.4166, 0.1764)  0.22
H (4.7267, -1.5318, -1.7426)  0.23
H (6.4477, 0.2422, -1.8533)  0.23
H (5.8672, 2.5622, -1.2552)  0.23
H (3.5925, 3.1456, -0.5369)  0.23
S (1.1780, 1.4864, 1.9039)  0.12
C (1.2305, 3.2151, 1.5634)  0.07
C (1.3477, 4.3034, 2.4063)  -0.25
C (1.3311, 5.5607, 1.8223)  -0.11
C (1.1987, 5.6970, 0.4441)  -0.26
C (1.0894, 4.5607, -0.3315)  0.07
N (1.1101, 3.3490, 0.2299)  -0.49
H (1.4425, 4.1669, 3.4737)  0.25
H (1.4211, 6.4417, 2.4438)  0.24
H (1.1833, 6.6709, -0.0222)  0.25
H (0.9938, 4.6008, -1.4081)  0.22


No. 4
Formula: C37H30F2N3NiO2Se
Source: OMol25
Level of theory: ωB97M-V/def2-TZVPD

Kohn-Sham gap (spin up / spin down) (eV): 5.24 / 5.24
Energy relative to the best compared isomer or geometry (same formula, charge and spin) (kcal/mol): 7.1
Multiplicity: 1
HOMO energy (spin up / spin down) (hartree): -0.12148 / -0.12151
Net charge: -1
LUMO (spin up / spin down) (eV): 1.94 / 1.93

Each line ends with the Mulliken charge.
Positions of all 76 atoms, in Å:
Ni (-0.0062, -0.5195, 0.8830)  -0.29
C (-1.7536, 2.2889, 1.8908)  -1.25
O (-0.5037, 1.6509, 1.7196)  0.24
C (0.5688, 2.0827, 2.4004)  0.96
C (0.5758, 3.2171, 3.2035)  -0.70
C (1.7474, 3.6112, 3.8371)  -0.74
C (2.9159, 2.8926, 3.6524)  -0.77
C (2.9075, 1.7606, 2.8468)  -0.47
C (1.7406, 1.3268, 2.2449)  -0.24
N (1.6765, 0.1426, 1.4308)  1.34
N (2.7792, -0.4628, 1.3233)  -0.75
C (2.9652, -1.4627, 0.4335)  -0.15
C (2.0352, -1.7948, -0.6096)  0.40
O (0.8980, -1.2838, -0.7366)  -0.37
C (2.4790, -2.7598, -1.6108)  -1.00
C (3.6707, -3.3675, -1.5244)  -1.05
C (4.6036, -3.0840, -0.4602)  0.91
C (5.8460, -3.7331, -0.3999)  -0.77
C (6.7602, -3.4235, 0.5779)  -0.52
C (6.4344, -2.4447, 1.5271)  -0.70
C (5.2130, -1.8140, 1.4967)  -0.42
C (4.2615, -2.1203, 0.5020)  0.78
H (-1.6935, 3.3456, 1.6236)  0.37
H (-2.1012, 2.1698, 2.9220)  0.39
H (-2.4248, 1.7930, 1.1954)  0.23
H (-0.3282, 3.7938, 3.3315)  0.46
H (1.7421, 4.4950, 4.4630)  0.39
H (3.8343, 3.2057, 4.1314)  0.39
H (3.8098, 1.1888, 2.6836)  0.35
H (1.7961, -2.9535, -2.4280)  0.45
H (3.9650, -4.0899, -2.2794)  0.32
H (6.0770, -4.4840, -1.1482)  0.35
H (7.7146, -3.9323, 0.6207)  0.37
H (7.1562, -2.1765, 2.2893)  0.38
H (4.9580, -1.0712, 2.2390)  0.34
F (-0.1764, -0.6691, 6.2899)  -0.37
C (-0.7032, -1.0186, 5.0929)  0.32
C (0.0014, -0.7354, 3.9416)  0.25
C (-0.5224, -1.0794, 2.6957)  0.53
C (-1.7699, -1.7405, 2.6783)  -0.63
C (-2.4457, -1.9818, 3.8632)  0.33
F (-3.6718, -2.5668, 3.8451)  -0.36
C (-1.9417, -1.6291, 5.0968)  -0.99
C (-2.2745, -2.0847, 1.3404)  0.60
C (-3.2239, -3.0519, 1.0266)  -0.92
C (-3.5276, -3.2846, -0.3035)  -0.38
C (-2.8966, -2.5451, -1.2921)  -0.88
C (-1.9551, -1.6064, -0.9136)  -0.09
N (-1.6511, -1.3960, 0.3688)  0.53
H (0.9588, -0.2401, 4.0442)  0.57
H (-2.4899, -1.8186, 6.0078)  0.49
H (-3.6983, -3.6137, 1.8155)  0.49
H (-4.2556, -4.0429, -0.5654)  0.40
H (-3.1225, -2.6828, -2.3403)  0.46
H (-1.4182, -0.9800, -1.6175)  0.20
C (-4.1465, 2.8293, -6.3831)  -1.46
C (-3.2825, 2.5211, -5.1861)  0.73
C (-3.3359, 3.2902, -4.0330)  -0.98
C (-2.5290, 3.0313, -2.9271)  0.56
C (-2.6699, 3.9127, -1.7164)  -1.47
C (-1.6152, 1.9581, -2.9470)  0.50
Se (-0.4804, 1.5954, -1.4509)  -0.41
C (-1.5687, 1.1635, -4.1148)  1.00
C (-0.6528, -0.0304, -4.2310)  -1.89
C (-2.3900, 1.4581, -5.1985)  -0.82
H (-4.7861, 3.6921, -6.1901)  0.34
H (-4.7920, 1.9854, -6.6412)  0.31
H (-3.5407, 3.0544, -7.2649)  0.31
H (-4.0256, 4.1302, -3.9908)  0.23
H (-3.1623, 4.8524, -1.9789)  0.40
H (-1.6938, 4.1148, -1.2757)  0.29
H (-3.2631, 3.4151, -0.9425)  0.20
H (0.1430, 0.0206, -3.4892)  0.25
H (-0.2150, -0.0846, -5.2312)  0.52
H (-1.2058, -0.9622, -4.0670)  0.22
H (-2.3236, 0.8329, -6.0872)  0.36